1.
Molecular formula: CH3I2NS2
Method: DFT, ωB97M-V/def2-TZVPD

The geometry in XYZ format:
```
9
Properties=species:S:1:pos:R:3:forces:R:3
C -0.47921 1.31246 0.20210 -0.4251 0.4942 -0.2278
N 0.51905 0.39378 0.58799 -0.0685 -0.0271 0.8080
S -1.15745 -2.38700 1.37553 0.3064 -0.1461 -0.2082
S 1.57650 -0.34930 -0.20966 1.0315 0.6432 -0.4974
I 0.69186 -3.29652 0.32168 -0.6407 -0.9889 0.3707
I 1.11287 -0.34445 -2.60358 -0.0657 -0.0167 -0.2270
H -0.25964 1.76902 -0.76974 -0.0319 0.0221 0.0299
H -1.44831 0.81197 0.13332 -0.0486 -0.0324 -0.0013
H -0.55567 2.09005 0.96235 -0.0573 0.0516 -0.0468
```
Positions in Å, forces in eV/Å.

For the maximum force, the calculation gives 0.0255 hartree/bohr. The total energy is -1486.32278 Ha. As for the spin multiplicity: 3. Its total charge is 0. For the HOMO-LUMO gap (spin up / spin down), the calculation gives 6.8 / 6.1 eV.



2.
Molecular formula: CH3I2P
Method: DFT, ωB97M-V/def2-TZVPD

The geometry in XYZ format:
```
7
Properties=species:S:1:pos:R:3:forces:R:3
C -0.16922 -0.00624 0.10065 -2.0824 2.0429 0.4903
P -4.02361 -1.50808 -0.45189 0.3953 -0.1534 0.0174
I -2.22377 -0.81142 1.01029 1.2298 0.2857 -0.5617
I -4.60271 0.67690 -1.32525 -0.2567 0.3081 -0.1681
H -0.45557 0.85660 -0.56438 0.0149 -1.2682 0.3282
H 0.47889 -0.71854 -0.38009 0.0435 -0.3528 0.3570
H 0.07674 0.50857 1.04795 0.6556 -0.8622 -0.4630
```
Positions in Å, forces in eV/Å.

For the maximum force, the calculation gives 0.0575 hartree/bohr. The total energy is -976.56275 Ha. Its total charge is 0. For the HOMO-LUMO gap (spin up / spin down), the calculation gives 6.4 / 6.4 eV.



3.
Molecular formula: CH3I2P
Method: DFT, ωB97M-V/def2-TZVPD

The geometry in XYZ format:
```
7
Properties=species:S:1:pos:R:3:forces:R:3
C 0.75166 0.14664 -0.65290 -1.3856 1.2533 1.8547
P -1.28944 0.60629 0.11901 2.8699 -0.3042 -0.8084
I -2.04756 -1.68464 0.13032 -0.1667 -0.2778 -0.1226
I -0.58336 0.82063 2.47460 -0.0249 0.0742 -0.2875
H 0.92836 -0.77685 -0.13231 0.0484 -0.4562 0.1422
H 1.47301 0.91098 -0.20559 -1.1970 -0.7665 -1.0443
H 0.76733 -0.02306 -1.73312 -0.1441 0.4773 0.2659
```
Positions in Å, forces in eV/Å.

For the maximum force, the calculation gives 0.0583 hartree/bohr. The total energy is -976.64487 Ha. Its total charge is 0. For the HOMO-LUMO gap, the calculation gives 8.7 eV.



4.
Molecular formula: CH3IN2
Method: DFT, ωB97M-V/def2-TZVPD

The geometry in XYZ format:
```
7
Properties=species:S:1:pos:R:3:forces:R:3
C 0.77280 -0.35969 -0.36451 -0.3418 1.7396 2.1693
N -0.53129 -0.47303 0.27740 -1.8876 7.6771 0.4997
N -1.00006 0.86033 0.32379 3.8087 -6.7883 -0.9107
I -2.73488 1.09135 1.19597 -1.5560 -0.0453 0.7541
H 1.08767 0.61617 -0.67933 -0.6283 0.5398 -0.8825
H 0.80281 -1.13066 -0.99774 0.1033 -2.5343 -3.4152
H 1.60296 -0.60446 0.24442 0.5017 -0.5886 1.7853
```
Positions in Å, forces in eV/Å.

Its SMILES is C/N=N/I. For the maximum force, the calculation gives 0.1540 hartree/bohr. The total energy is -446.98580 Ha. Its total charge is 0. For the HOMO-LUMO gap (spin up / spin down), the calculation gives 9.0 / 9.0 eV.



5.
Molecular formula: CH3IN2
Method: DFT, ωB97M-V/def2-TZVPD

The geometry in XYZ format:
```
7
Properties=species:S:1:pos:R:3:forces:R:3
I -1.68726 -2.16235 0.82762 0.0370 0.1999 -0.1924
C -0.57039 -0.75015 -0.23031 3.0578 1.7576 2.4978
N 0.76050 0.07770 0.66099 -1.9130 -1.6830 -2.3722
N -0.53653 0.58716 0.22811 -0.7830 0.0383 0.2578
H -0.18031 -1.05565 -1.18615 -0.0467 0.0041 -0.1392
H 0.65656 -0.19823 1.63967 -0.5723 -0.0297 -0.1067
H -0.43110 1.28616 -0.50474 0.2202 -0.2873 0.0549
```
Positions in Å, forces in eV/Å.

Its SMILES is IC1NN1. For the maximum force, the calculation gives 0.0840 hartree/bohr. The total energy is -446.99107 Ha. Its total charge is 0. For the HOMO-LUMO gap, the calculation gives 9.7 eV.



6.
Molecular formula: CH3IN2O2
Method: DFT, ωB97M-V/def2-TZVPD

The geometry in XYZ format:
```
9
Properties=species:S:1:pos:R:3:forces:R:3
C -0.11166 -1.30058 -0.15938 -1.9623 -1.9598 2.2249
N 0.65795 1.96091 0.89946 0.1881 0.4971 -1.5706
N 0.33542 2.61750 0.07362 -0.9786 1.5835 -0.9110
O 1.10541 1.20095 1.63614 0.8499 -1.8783 2.5673
O -0.04567 -0.07219 -0.70449 0.9624 2.2386 -2.0591
I -1.53718 0.34264 -1.87731 -0.5047 0.2960 -0.6250
H -1.16845 -1.27133 0.34358 1.8621 -1.3435 -0.3336
H 0.68456 -1.25895 0.56643 0.1149 -0.4171 0.7216
H 0.07963 -2.21895 -0.77805 -0.5319 0.9836 -0.0144
```
Positions in Å, forces in eV/Å.

For the maximum force, the calculation gives 0.0691 hartree/bohr. The total energy is -597.45943 Ha. Its total charge is 0. For the HOMO-LUMO gap, the calculation gives 9.0 eV.